[1]
Entry from the OMol25 dataset: a molecular structure, C37H30N5O2RuS (ωB97M-V/def2-TZVPD).

Geometry (Å):
Ru -0.728731 -1.411568 0.237840
O -3.284383 0.241042 -2.698636
C -2.421029 -0.295620 -2.039307
N -2.435422 -0.641804 -0.714697
C -3.583973 -0.614111 0.031344
O -4.635473 -0.055360 -0.177964
C -3.432602 -1.509753 1.261394
C -4.368843 -1.444722 2.273154
C -4.201802 -2.247129 3.391908
C -3.128577 -3.121894 3.422634
C -2.241912 -3.136425 2.357503
N -2.359450 -2.321699 1.307064
C -1.124050 -0.729656 -2.694144
C -0.691442 -0.081958 -3.838039
C 0.549701 -0.409876 -4.354742
C 1.265713 -1.437021 -3.758056
C 0.725999 -2.075329 -2.654567
N -0.427401 -1.705106 -2.094081
H -5.190545 -0.751818 2.160700
H -4.893864 -2.190924 4.221432
H -2.962536 -3.785358 4.259568
H -1.398165 -3.811308 2.342487
H -1.330183 0.671209 -4.277814
H 0.952426 0.122881 -5.206194
H 2.226028 -1.752522 -4.141507
H 1.235008 -2.908419 -2.185174
C -1.089443 4.449115 -3.558455
C -1.123516 4.133207 -2.057089
C -0.961929 5.433617 -1.257955
C -2.483264 3.519246 -1.727487
C 0.033032 3.195312 -1.713816
C 1.352546 3.571540 -2.045824
C 2.438876 2.766148 -1.789292
C 2.214222 1.532060 -1.179817
S 3.341923 0.285055 -0.748479
C 2.033311 -0.676021 -0.171789
N 0.855764 -0.127014 -0.282108
C 0.921938 1.142291 -0.844606
C -0.168276 1.979191 -1.091287
C 2.137485 -2.031707 0.360250
C 3.359348 -2.653742 0.589124
C 3.375997 -3.958706 1.051478
C 2.169016 -4.622748 1.246670
C 0.957805 -3.984610 1.009152
C 0.895505 -2.649348 0.605431
H -1.924581 5.101164 -3.819495
H -1.177227 3.533507 -4.147131
H -0.167068 4.951503 -3.852440
H -1.781729 6.117708 -1.485501
H -0.023818 5.939211 -1.492572
H -0.975629 5.230268 -0.185625
H -3.271429 4.205496 -2.040974
H -2.604766 3.351497 -0.655001
H -2.651134 2.572437 -2.241532
H 1.527739 4.536718 -2.502674
H 3.438216 3.082625 -2.056142
H -1.155238 1.650912 -0.797927
H 4.292347 -2.126938 0.419929
H 4.316119 -4.456529 1.246453
H 2.175452 -5.651500 1.586696
H 0.043508 -4.552539 1.142230
C -0.634663 -0.295661 2.147750
C 0.717370 -0.392521 2.724634
C 1.072338 -1.490011 3.516537
C 2.343838 -1.627145 4.029800
C 3.305767 -0.649539 3.767875
C 2.957042 0.478064 3.034322
C 1.673737 0.602371 2.525713
C 4.660293 -0.825083 4.223655
N 5.749800 -0.961637 4.563615
H -0.933512 0.657277 1.718247
H -1.391199 -0.863732 2.662574
H 0.334292 -2.260603 3.704356
H 2.607428 -2.491967 4.623944
H 3.696297 1.246715 2.849686
H 1.405581 1.489294 1.962791

Cartesian forces (eV/Å) of the 6 atoms listed first:
Ru 0.65 0.84 0.62
O 0.02 0.08 0.04
C 0.08 -0.22 -0.15
N 0.04 0.32 0.23
C -0.12 -0.48 0.22
O 0.09 0.11 0.01

Summary:
Orbital gap (spin up / spin down) in Eh: 0.27759 / 0.25861
Energy above the lowest of the compared OMol25 structures with the same formula, charge and spin in eV: 0.640
Molecular weight in g/mol: 709.817
HOMO (spin up / spin down) in eV: -8.01 / -7.80
Multiplicity: 2

Mulliken atomic charge list, values in e, 8 entries: atom 1 (Ru): -1.04, atom 2 (O): -0.63, atom 3 (C): -0.16, atom 4 (N): 0.53, atom 5 (C): -0.28, atom 6 (O): -0.65, atom 7 (C): 0.66, atom 8 (C): -0.53



[2]
Entry from the OMol25 dataset: a molecular structure, C37H31AsN4O4S2W (ωB97M-V/def2-TZVPD).

Geometry (Å):
W -1.157344 -0.499257 0.250840
O -0.255114 1.043275 1.025193
C -0.462521 1.547764 2.242487
C -1.695713 1.516632 2.900921
C -1.907185 2.156156 4.143072
C -3.156934 2.148342 4.736866
C -4.261171 1.548641 4.124167
C -4.078119 0.886222 2.927733
C -2.825308 0.832364 2.317148
O -2.652146 0.144566 1.206335
N -3.332525 2.767481 6.012592
O -4.374309 2.566910 6.610452
O -2.422501 3.447684 6.448934
H 0.393371 2.041399 2.700149
H -1.084603 2.647212 4.639214
H -5.231567 1.608234 4.589627
H -4.899810 0.382010 2.439788
S 0.013233 -1.689694 2.138958
C 1.490202 -0.734702 2.284012
C 1.994214 -0.390865 3.534826
C 3.161119 0.344670 3.630183
C 3.843082 0.735833 2.488222
C 3.341264 0.412043 1.238927
C 2.168250 -0.327002 1.124714
As 1.256362 -0.714811 -0.575119
C 2.009292 0.754288 -1.667320
C 2.855459 0.549802 -2.758219
C 3.245731 1.618716 -3.547271
C 2.801475 2.895833 -3.255708
C 1.951241 3.104930 -2.182162
C 1.550942 2.041175 -1.395019
C 2.470350 -2.157092 -1.270923
C 3.735636 -2.381883 -0.726997
C 4.535002 -3.396560 -1.229492
C 4.090536 -4.183265 -2.279065
C 2.840073 -3.958602 -2.831472
C 2.033983 -2.949216 -2.334287
H 1.453653 -0.693242 4.420067
H 3.532287 0.624792 4.604376
H 4.762957 1.292199 2.567217
H 3.854455 0.718512 0.330072
H 3.184935 -0.457693 -2.988620
H 3.891007 1.453536 -4.396346
H 3.107178 3.725992 -3.873520
H 1.586403 4.097830 -1.970597
H 0.867440 2.199147 -0.564738
H 4.076767 -1.776067 0.107443
H 5.506580 -3.580280 -0.795387
H 4.704337 -4.985661 -2.657894
H 2.484732 -4.575449 -3.642307
H 1.042270 -2.784541 -2.742903
S -1.153481 -2.941430 -1.256510
C -1.981331 -3.373981 0.157266
N -2.157379 -4.670117 0.512516
C -2.541071 -4.974989 1.830982
C -2.915571 -3.930388 2.631075
C -2.924777 -2.630151 2.140924
N -2.405277 -2.344897 0.874225
H -1.830855 -5.386042 -0.115490
H -2.479477 -6.000454 2.137817
H -3.203559 -4.112786 3.651916
H -3.229829 -1.788736 2.743086
C -0.639061 -0.664113 -3.909912
C -1.032662 0.759144 -3.668137
C -0.937597 1.709922 -4.663655
C -1.276319 3.032602 -4.424247
C -1.716294 3.405529 -3.163773
C -1.816197 2.485127 -2.138210
C -2.264807 2.898145 -0.764476
C -1.468851 1.127060 -2.367432
N -1.532167 0.239639 -1.362628
H -0.586306 -0.888674 -4.972555
H -1.357391 -1.334155 -3.435897
H 0.349493 -0.839529 -3.462299
H -0.607291 1.406592 -5.649479
H -1.200678 3.762329 -5.217404
H -1.994870 4.433772 -2.972910
H -3.048440 3.652073 -0.823534
H -1.438058 3.326100 -0.190175
H -2.648843 2.024100 -0.220257

Cartesian forces (eV/Å) of the 6 atoms listed first:
W -1.38 -2.73 -2.85
O -0.23 0.41 0.10
C 0.34 0.32 0.10
C -0.95 -0.36 -0.10
C -0.07 -0.09 -0.04
C 0.14 -0.56 -1.33

Summary:
Orbital gap (spin up / spin down) in Eh: 0.19340 / 0.25066
Molecular weight in g/mol: 918.575
HOMO (spin up / spin down) in eV: -6.29 / -8.06
Multiplicity: 3

Mulliken atomic charge list, values in e, 8 entries: atom 1 (W): -0.27, atom 2 (O): 0.93, atom 3 (C): -1.30, atom 4 (C): 1.40, atom 5 (C): -1.12, atom 6 (C): -0.23, atom 7 (C): -0.63, atom 8 (C): -0.27



[3]
Entry from the OMol25 dataset: a molecular structure, C37H31AsNOPtS4Sb (ωB97M-V/def2-TZVPD).

Geometry (Å):
Pt 1.028090 -2.226508 -0.281974
S 0.263976 -6.286956 2.099494
As -0.404105 -4.273542 1.789622
S 1.282685 -2.717101 1.995524
S -0.598270 -3.784096 -0.320128
S -2.295853 -3.968493 2.850818
C 2.551058 3.682890 4.273942
C 3.061327 2.638906 3.292509
C 3.692336 1.462663 3.776763
C 3.830424 0.337284 2.978692
C 4.289035 -0.906623 3.680326
C 3.425189 0.402777 1.594840
C 3.316574 -0.801923 0.895141
O 2.717112 -0.963568 -0.219024
C 3.175130 1.675403 1.042159
C 3.164250 1.943234 -0.426626
C 2.838831 2.712538 1.939397
H 1.634267 3.326334 4.774915
H 2.340544 4.647612 3.809035
H 3.263607 3.831098 5.106079
H 4.031471 1.498276 4.824670
H 4.737624 -0.631847 4.657786
H 5.042092 -1.400332 3.076960
H 3.481968 -1.616232 3.885593
H 3.606288 -1.779498 1.377666
H 2.551884 2.827813 -0.556248
H 2.717541 1.071164 -0.908827
H 4.149742 2.079328 -0.850320
H 2.436892 3.664788 1.551258
C -2.869534 4.441511 -0.803755
C -3.429741 3.662167 0.199507
C -2.900900 2.386727 0.466032
C -1.866725 1.856120 -0.333434
C -1.354731 2.606306 -1.369386
C -1.838878 3.864515 -1.620146
Sb -1.030190 -0.110286 0.115367
C -2.912118 -0.970192 -0.449832
C -3.240028 -0.897672 -1.787434
C -4.425628 -1.442822 -2.271641
C -5.286867 -2.122776 -1.393196
C -4.953895 -2.185866 -0.045622
C -3.743314 -1.638863 0.406307
C -1.240866 0.289681 2.309724
C -1.665299 -0.747773 3.124901
C -1.909457 -0.535738 4.486154
C -1.855064 0.776724 4.975944
C -1.405519 1.826099 4.208583
C -1.120308 1.556552 2.863359
H -3.299843 5.370180 -1.081157
H -4.263805 3.894253 0.862886
H -3.209434 1.783196 1.343513
H -0.597567 2.143458 -2.016768
H -1.392045 4.452896 -2.447902
H -2.542818 -0.346533 -2.455977
H -4.605860 -1.398233 -3.344350
H -6.153387 -2.573136 -1.871031
H -5.702809 -2.562429 0.677032
H -3.489570 -1.749099 1.439206
H -1.847733 -1.805234 2.776748
H -2.255781 -1.363117 5.091998
H -2.092515 1.115262 5.978107
H -1.304488 2.862637 4.535829
H -0.851422 2.429091 2.209392
N 1.504976 -2.529573 -10.101062
C 1.343504 -2.405644 -8.954576
C 1.224363 -2.244911 -7.545762
C 0.908853 -3.404239 -6.841084
C 0.927853 -3.368350 -5.461525
C 1.125779 -2.161211 -4.842332
C 1.584932 -1.043268 -5.531762
C 1.570042 -1.058110 -6.915509
C 1.050159 -2.116363 -3.449263
C 0.950822 -2.102073 -2.194092
H 0.678306 -4.304995 -7.430977
H 0.742469 -4.185217 -4.752633
H 1.897242 -0.201731 -4.919715
H 1.817125 -0.187310 -7.548699

Cartesian forces (eV/Å) of the 6 atoms listed first:
Pt -0.05 0.04 1.36
S -0.05 0.81 -0.31
As -0.08 -0.95 2.07
S -1.05 -0.65 0.38
S -0.05 0.18 -1.03
S 0.92 -0.29 -0.63

Summary:
Orbital gap (spin up / spin down) in Eh: 0.17468 / 0.17073
Molecular weight in g/mol: 1025.689
Total charge: -2
HOMO (spin up / spin down) in eV: -0.82 / -2.21
Multiplicity: 3

Mulliken atomic charge list, values in e, 8 entries: atom 1 (Pt): 2.74, atom 2 (S): -0.58, atom 3 (As): 0.32, atom 4 (S): -0.45, atom 5 (S): -0.42, atom 6 (S): -0.51, atom 7 (C): -1.58, atom 8 (C): 0.60